Record 1
{"formula": "C29H24FN3O5RhSSe", "method": "ωB97M-V/def2-TZVPD", "e_homo_ev": [-10.608, -10.597], "lumo_energy_ev": [-5.513, -5.358], "charge": 1, "spin_multiplicity": 1, "symbols": ["Rh", "C", "C", "C", "C", "C", "C", "C", "F", "C", "C", "C", "O", "C", "C", "N", "C", "C", "O", "O", "H", "H", "H", "H", "H", "H", "H", "H", "H", "H", "H", "O", "C", "O", "C", "C", "C", "C", "S", "C", "C", "H", "H", "H", "H", "H", "C", "N", "C", "Se", "N", "C", "C", "C", "C", "C", "C", "H", "H", "H", "H", "H", "H", "H", "H"], "coordinates": [[0.17300, 0.41538, 0.58834], [-0.56328, -6.80108, 0.74639], [0.74805, -6.48964, 0.03641], [1.90156, -7.18866, 0.73956], [3.22063, -6.86487, 0.05845], [3.43157, -5.37471, 0.05144], [4.69473, -4.83715, 0.09634], [4.86676, -3.45422, 0.07986], [6.11219, -2.96023, 0.13915], [3.80926, -2.60153, 0.00569], [2.51036, -3.12640, -0.04230], [1.38549, -2.20988, -0.13794], [1.62656, -0.95599, -0.18202], [0.11924, -2.80055, -0.20786], [0.00145, -4.16962, -0.16113], [1.01732, -5.01833, -0.02301], [2.31472, -4.51391, 0.00187], [-1.18375, -2.06267, -0.40136], [-2.11907, -2.67590, -0.86358], [-1.25046, -0.80565, -0.05917], [-0.60999, -7.87745, 0.90927], [-1.44702, -6.52361, 0.17454], [-0.60074, -6.30711, 1.71961], [0.69811, -6.84665, -0.99565], [1.71618, -8.26157, 0.72166], [1.93063, -6.86916, 1.78565], [3.19753, -7.23274, -0.97195], [4.05534, -7.35372, 0.55901], [5.56050, -5.48623, 0.14203], [3.96109, -1.53213, -0.01412], [-0.99052, -4.58269, -0.25872], [-0.97122, 1.78702, 8.81787], [-0.15482, 0.79015, 8.42163], [0.51925, 0.19499, 9.21091], [-0.13723, 0.46964, 6.95612], [-0.23900, 1.44791, 5.97862], [-0.13359, 1.10836, 4.63800], [0.04525, -0.22230, 4.26542], [0.24183, -0.78072, 2.62170], [0.10249, -1.21103, 5.24965], [0.04422, -0.85890, 6.58409], [-1.52864, 2.10530, 8.09882], [-0.36770, 2.48864, 6.25372], [-0.23547, 1.87634, 3.87790], [0.21321, -2.24724, 4.95341], [0.12271, -1.60993, 7.35855], [2.63432, 1.94161, -1.49462], [2.65156, 2.04527, -0.04147], [1.55494, 2.06429, 0.76581], [-0.22543, 2.71818, 0.23168], [2.02434, 2.23376, 2.03074], [3.38281, 2.25249, 2.04908], [4.30871, 2.35412, 3.09229], [5.63217, 2.33855, 2.73396], [6.04118, 2.22461, 1.38088], [5.13727, 2.12395, 0.35417], [3.78465, 2.13868, 0.71099], [1.60718, 1.95164, -1.84092], [3.10910, 1.01163, -1.80244], [3.16758, 2.78878, -1.92125], [1.41770, 2.28016, 2.83814], [4.00210, 2.45231, 4.12527], [6.38748, 2.41557, 3.50467], [7.09939, 2.22011, 1.15559], [5.45838, 2.04134, -0.67566]], "atomic_forces_ev_per_a": [[-0.41, -2.46, -0.18], [-0.01, 0.08, -0.03], [-0.03, -0.18, 0.11], [0.11, 0.13, -0.07], [-0.06, 0.11, 0.03], [0.00, -0.22, 0.03], [-0.02, -0.04, -0.01], [0.00, -0.02, 0.00], [-0.01, -0.04, -0.01], [0.09, 0.13, -0.01], [-0.04, 0.21, -0.05], [0.16, -0.49, 0.07], [-0.69, 0.76, 0.71], [-0.14, 0.38, 0.06], [0.15, -0.28, 0.03], [-0.14, 0.12, -0.08], [0.07, 0.03, -0.03], [0.50, -0.21, 0.07], [-0.21, 0.21, 0.07], [-0.05, 0.60, 0.08], [-0.02, 0.02, -0.01], [0.02, 0.00, 0.01], [-0.01, -0.02, -0.02], [0.03, 0.05, -0.04], [-0.04, 0.01, 0.01], [-0.01, -0.05, 0.01], [0.04, -0.02, 0.01], [0.00, -0.01, -0.01], [0.01, 0.05, 0.01], [-0.03, -0.01, 0.02], [-0.01, -0.02, 0.04], [0.06, 0.11, 0.14], [0.03, -0.13, -0.17], [-0.09, 0.04, 0.05], [-0.01, 0.09, 0.16], [0.01, 0.04, -0.01], [0.00, -0.04, -0.02], [-0.14, 1.03, -0.21], [0.28, -0.67, -1.18], [0.10, -0.08, -0.03], [-0.06, -0.01, -0.12], [0.01, -0.09, -0.06], [-0.01, 0.00, -0.01], [-0.12, -0.01, 0.01], [0.01, 0.02, 0.07], [0.02, -0.01, -0.02], [0.07, -0.10, -0.06], [-0.15, -0.05, -0.14], [0.73, 1.42, 0.03], [-0.04, -0.10, 0.49], [-0.04, -0.10, 0.06], [0.04, -0.04, -0.03], [0.11, 0.01, 0.11], [-0.04, -0.01, -0.03], [-0.03, 0.00, 0.03], [0.13, 0.00, -0.07], [0.05, -0.04, 0.10], [-0.06, 0.01, 0.03], [0.00, -0.03, 0.07], [0.00, 0.03, 0.03], [-0.02, -0.06, 0.01], [-0.04, -0.04, -0.04], [0.00, 0.01, -0.04], [-0.03, 0.00, 0.01], [-0.03, -0.01, 0.03]]}



Record 2
{"formula": "C9H104N3O48P", "method": "ωB97M-V/def2-TZVPD", "e_homo_ev": -8.976, "lumo_energy_ev": -0.267, "charge": 0, "spin_multiplicity": 1, "symbols": ["C", "C", "C", "C", "C", "N", "O", "C", "N", "C", "C", "N", "P", "C", "O", "H", "H", "H", "H", "H", "H", "H", "H", "H", "H", "H", "H", "O", "H", "H", "O", "H", "H", "O", "H", "H", "O", "H", "H", "O", "H", "H", "O", "H", "H", "O", "H", "H", "O", "H", "H", "O", "H", "H", "O", "H", "H", "O", "H", "H", "O", "H", "H", "O", "H", "H", "O", "H", "H", "O", "H", "H", "O", "H", "H", "O", "H", "H", "O", "H", "H", "O", "H", "H", "O", "H", "H", "O", "H", "H", "O", "H", "H", "O", "H", "H", "O", "H", "H", "O", "H", "H", "O", "H", "H", "O", "H", "H", "O", "H", "H", "O", "H", "H", "O", "H", "H", "O", "H", "H", "O", "H", "H", "O", "H", "H", "O", "H", "H", "O", "H", "H", "O", "H", "H", "O", "H", "H", "O", "H", "H", "O", "H", "H", "O", "H", "H", "O", "H", "H", "O", "H", "H", "O", "H", "H", "O", "H", "H", "O", "H", "H", "O", "H", "H"], "coordinates": [[-1.27277, 0.78455, -0.23909], [-1.93265, 1.47317, 1.00938], [-2.12952, 0.46929, 2.17053], [-1.33072, 0.83863, 3.46760], [-2.18830, 1.88170, 4.14852], [-2.74025, 2.62390, 4.82734], [-0.01606, 1.37966, 3.20382], [0.68751, 0.51820, 2.51823], [1.26857, -0.32269, 1.99094], [-1.14205, -0.42093, 4.37077], [-2.51857, -0.88754, 4.78218], [-3.46351, -1.25225, 5.31884], [-0.09290, -0.16952, 5.92579], [1.71328, -0.34495, 5.49795], [-0.20240, 1.43375, 6.44196], [-1.27056, -0.30229, -0.10075], [-0.22049, 1.08035, -0.32837], [-1.83660, 0.97724, -1.15758], [-1.25492, 2.30471, 1.26108], [-2.88362, 1.94155, 0.72240], [-1.94442, -0.57879, 1.92997], [-3.18001, 0.53910, 2.46265], [-0.72147, -1.25937, 3.79720], [1.88620, -1.16508, 4.79969], [2.26875, -0.50853, 6.42917], [2.12941, 0.58006, 5.05757], [0.24162, 1.95836, 5.75443], [0.17312, -0.87537, -2.08865], [0.22437, -1.54671, -2.78760], [1.03525, -0.90773, -1.66105], [0.47370, 0.62482, -4.86308], [1.31585, 0.21395, -5.09401], [0.23735, 0.22481, -4.01584], [4.58359, -0.29412, 1.89136], [3.64352, -0.50170, 1.91346], [4.98669, -1.08640, 1.52173], [-4.23970, -1.21882, 1.87883], [-4.92918, -1.38668, 1.22364], [-4.53490, -1.70720, 2.65682], [-4.37147, 3.76893, 2.07128], [-4.08985, 4.68136, 2.20997], [-4.04753, 3.31261, 2.85527], [-2.19107, 5.11541, 0.84414], [-2.49845, 4.22192, 1.04018], [-2.52643, 5.29434, -0.04156], [-1.12057, -1.63069, -6.03732], [-0.81029, -0.76248, -5.75292], [-1.63725, -1.94951, -5.29142], [1.31834, 1.71525, 9.01930], [0.60898, 1.53959, 8.39044], [1.07678, 1.22978, 9.81372], [3.50787, 1.33632, -4.96552], [4.05224, 1.51874, -5.74451], [3.29189, 2.20613, -4.62236], [-4.72449, -1.80567, 8.52309], [-3.94921, -1.89285, 9.08649], [-4.35491, -1.72108, 7.63532], [-1.03809, 6.37992, -1.83996], [-0.81342, 7.28333, -1.59862], [-0.19104, 5.90884, -1.80038], [1.89674, 5.82707, -1.68923], [2.51601, 5.69154, -0.96638], [2.44471, 5.76520, -2.48050], [5.28052, 0.19043, -6.73041], [6.12463, -0.21082, -6.96117], [5.05520, -0.21901, -5.88881], [-6.57960, -1.62741, -0.27557], [-6.42353, -2.36372, -0.87580], [-7.29562, -1.13670, -0.69427], [-3.16266, -3.51976, -6.21976], [-3.00428, -2.87724, -6.92995], [-2.57691, -4.25127, -6.43625], [4.60796, -1.30190, -3.69257], [4.30629, -0.46672, -4.07206], [3.85578, -1.61506, -3.18345], [-9.48766, -0.70857, -0.52261], [-9.69020, 0.09645, -1.00985], [-10.28829, -0.89155, -0.01860], [-2.73757, -2.22932, -8.80535], [-3.20030, -2.00479, -9.61793], [-1.95989, -2.71565, -9.09795], [-2.53500, 0.02447, 9.84041], [-2.68837, 0.85177, 9.37286], [-3.35640, -0.12527, 10.31963], [0.40224, -2.99036, 3.88028], [0.62643, -3.88971, 4.14036], [0.90402, -2.84744, 3.06761], [4.99928, 2.96771, -3.02452], [5.84073, 2.56190, -3.25748], [4.76933, 2.56806, -2.17957], [7.81786, -1.16560, -8.30165], [7.43685, -1.15251, -9.18647], [8.45739, -1.88513, -8.32878], [2.32048, 4.02004, 7.24977], [1.59821, 3.81078, 6.64269], [2.08155, 3.54218, 8.05493], [-0.58041, -3.30742, -3.85976], [-1.47799, -3.66715, -3.82962], [-0.05949, -3.99501, -4.28856], [9.47254, 0.97377, -6.97565], [8.95281, 0.49129, -7.63253], [8.81284, 1.40736, -6.42348], [-3.26731, -3.57159, -2.76880], [-3.79053, -4.05987, -3.41823], [-3.92416, -3.10979, -2.23874], [4.39792, 3.23349, 4.90213], [3.83106, 2.71640, 4.32335], [3.78327, 3.78606, 5.40355], [5.85100, -2.38988, 3.10958], [6.09097, -1.46815, 3.27279], [6.34110, -2.88840, 3.78070], [0.76964, -4.05006, -7.09660], [1.31093, -3.89137, -7.87493], [0.54469, -3.16382, -6.77680], [9.10711, 3.41212, -4.87593], [9.16548, 4.30606, -4.52398], [10.00954, 3.20490, -5.14491], [-8.58504, -3.30456, 0.97181], [-8.79180, -2.49616, 0.48793], [-9.38586, -3.48375, 1.47731], [3.22166, 4.01186, -5.83564], [4.04881, 3.98806, -5.33133], [3.50409, 4.21498, -6.73494], [3.66225, -2.65012, 5.39140], [3.90417, -3.54997, 5.64212], [4.14748, -2.50053, 4.57062], [0.12141, 4.19346, 5.15602], [-0.14744, 4.96009, 4.64016], [-0.63728, 4.01858, 5.72754], [-9.07321, -5.99614, -0.27069], [-8.95348, -5.07354, -0.00323], [-8.18189, -6.30975, -0.45632], [-7.64958, -3.55779, -2.41195], [-8.32527, -3.75188, -3.06799], [-7.93786, -4.04802, -1.63236], [1.67017, 5.74621, -7.98818], [0.97691, 5.58130, -8.63428], [1.46142, 5.14754, -7.26257], [6.15467, 4.26653, -5.71235], [6.21318, 5.16131, -5.36124], [7.05894, 4.05844, -5.97887], [5.88872, -5.28650, 1.76726], [6.03477, -4.37517, 2.05628], [6.76650, -5.60150, 1.52799], [-3.98025, -6.12657, -1.56305], [-3.91519, -5.22187, -1.24643], [-3.07738, -6.34783, -1.80757], [5.97630, -4.76992, 4.69300], [6.01240, -5.45658, 4.01054], [6.83678, -4.81972, 5.12432], [-10.06791, -2.18185, 3.03175], [-9.91197, -1.24296, 3.17198], [-9.52937, -2.61137, 3.70541], [-6.01305, -3.83482, 6.87024], [-5.84694, -2.92785, 7.15430], [-5.13669, -4.18565, 6.69099], [-2.09398, 5.72881, -4.51414], [-1.58315, 6.08074, -3.76996], [-2.97735, 5.61534, -4.15492], [4.75793, -2.27366, 8.12959], [4.39276, -2.29073, 7.23244], [5.32048, -3.05151, 8.17511], [1.32962, 5.68585, -4.27801], [0.45489, 5.28333, -4.26079], [1.87343, 5.03355, -4.74695]], "atomic_forces_ev_per_a": [[-0.40, -0.13, 0.70], [0.75, -0.30, -0.99], [0.22, 1.22, 0.65], [-1.97, -0.66, -0.55], [1.90, -0.53, 0.31], [-0.38, 0.14, -0.35], [0.67, -0.18, -0.57], [-0.53, 0.45, 0.71], [0.32, 0.03, -0.21], [-1.33, 0.98, -0.24], [1.73, 0.40, 0.50], [-0.41, -0.12, -0.17], [0.32, -1.23, 2.20], [-0.43, 1.10, -0.69], [0.22, -0.81, -1.55], [-0.04, 0.23, -0.13], [-0.36, 0.04, -0.27], [0.38, 0.15, 0.13], [-0.34, -0.20, 0.35], [0.16, -0.33, 0.22], [0.11, 0.28, -0.26], [0.24, -0.36, 0.06], [0.14, 0.38, 0.12], [-0.15, 0.01, 0.30], [-0.39, -0.12, -0.16], [-0.15, -0.24, 0.04], [-0.02, 0.52, 0.27], [0.30, -0.12, -0.57], [-0.29, -0.29, 0.21], [-0.04, 0.07, 0.08], [-0.20, -0.29, -0.06], [0.13, 0.29, -0.01], [0.05, 0.17, 0.23], [0.04, 0.07, -0.11], [-0.19, 0.08, 0.02], [-0.04, -0.01, -0.06], [-0.45, -0.48, -0.03], [-0.22, 0.06, -0.16], [0.02, 0.04, 0.01], [0.08, -0.05, 0.10], [-0.05, 0.05, -0.11], [-0.12, -0.06, 0.15], [0.02, -0.04, 0.08], [-0.10, 0.03, -0.05], [0.25, 0.11, -0.09], [0.10, 0.28, -0.31], [0.24, 0.24, -0.08], [0.05, -0.28, -0.06], [-0.03, 0.08, 0.02], [-0.03, -0.05, -0.12], [0.03, 0.02, 0.02], [0.15, -0.71, -0.14], [-0.15, 0.00, 0.02], [-0.12, -0.04, 0.11], [-0.02, 0.05, -0.12], [0.07, -0.01, -0.07], [0.21, 0.28, 0.00], [-0.08, -0.14, -0.17], [0.05, 0.00, -0.01], [0.15, 0.12, 0.11], [0.38, -0.05, 0.47], [-0.12, 0.02, 0.22], [-0.51, 0.05, -0.30], [0.11, -0.01, 0.02], [0.12, -0.06, -0.16], [0.00, -0.18, -0.05], [0.38, 0.07, 0.00], [-0.16, 0.01, -0.09], [-0.04, 0.01, 0.08], [-0.09, -0.19, 0.17], [-0.05, -0.01, 0.05], [0.02, 0.01, -0.07], [0.10, 0.02, -0.11], [-0.24, 0.35, 0.20], [-0.01, -0.06, -0.03], [-0.14, 0.04, 0.04], [0.06, 0.00, -0.04], [0.00, 0.00, 0.01], [0.07, -0.04, -0.20], [-0.11, 0.02, 0.06], [0.07, 0.05, 0.10], [0.00, -0.02, 0.09], [0.01, -0.04, -0.09], [-0.01, 0.08, 0.04], [0.13, -0.14, -0.26], [-0.06, 0.03, 0.12], [-0.01, 0.07, 0.02], [0.02, 0.19, 0.19], [-0.01, 0.04, -0.17], [-0.06, -0.01, 0.00], [-0.02, 0.08, -0.15], [-0.06, 0.05, 0.02], [0.01, 0.00, 0.15], [-0.24, -0.11, -0.14], [0.06, 0.33, -0.03], [0.21, -0.15, 0.07], [0.16, -0.38, 0.18], [-0.02, 0.27, 0.33], [0.07, 0.13, -0.12], [-0.08, 0.11, -0.01], [0.02, -0.10, 0.08], [0.02, 0.01, 0.03], [-0.11, -0.14, -0.07], [-0.05, 0.08, -0.02], [0.08, 0.24, -0.08], [-0.14, 0.11, -0.10], [0.06, -0.04, -0.05], [0.10, -0.12, 0.26], [0.35, -0.07, 0.39], [-0.20, 0.08, -0.16], [-0.26, -0.18, -0.07], [-0.04, 0.17, 0.05], [0.06, -0.06, 0.01], [-0.29, 0.02, 0.07], [0.00, 0.10, -0.11], [-0.02, -0.03, 0.09], [-0.04, -0.09, -0.07], [-0.18, -0.59, -0.50], [0.31, 0.08, 0.05], [0.04, 0.21, 0.20], [0.06, 0.15, 0.20], [0.07, 0.08, -0.16], [-0.02, 0.06, -0.01], [0.03, -0.27, 0.19], [0.00, -0.06, -0.21], [0.20, 0.05, -0.13], [-0.14, -0.26, 0.21], [0.13, 0.02, -0.10], [-0.08, 0.04, -0.05], [0.08, 0.13, -0.28], [0.06, 0.05, 0.29], [-0.03, -0.10, 0.08], [0.06, -0.03, 0.19], [0.04, 0.02, -0.08], [-0.06, -0.01, -0.02], [0.07, -0.20, -0.04], [0.00, 0.05, -0.02], [-0.06, 0.14, 0.12], [0.10, 0.17, -0.01], [-0.06, 0.01, 0.01], [-0.02, -0.20, 0.06], [0.21, -0.01, 0.31], [-0.16, 0.13, -0.15], [-0.04, -0.03, -0.15], [-0.14, -0.26, 0.10], [0.11, 0.05, -0.07], [0.02, 0.00, -0.01], [0.34, -0.02, 0.09], [-0.21, 0.12, -0.15], [-0.08, -0.09, 0.16], [-0.22, 0.09, 0.24], [0.02, 0.01, -0.03], [0.02, -0.03, -0.01], [-0.12, 0.03, -0.27], [-0.11, -0.25, 0.24], [0.01, -0.03, 0.01], [0.20, 0.00, -0.10], [-0.19, 0.09, 0.19], [-0.01, -0.05, 0.02], [-0.01, -0.10, -0.08], [0.01, 0.19, 0.00], [0.02, 0.01, 0.08], [0.14, -0.27, -0.33], [-0.10, 0.04, 0.01], [0.05, 0.12, -0.17]]}



> Number 1 is which compound?

C29H24FN3O5RhSSe